1.
{"formula": "C11H44F2N23O15S2Sn", "method": "wB97M-V/def2-TZVPD", "symbols": ["Sn", "N", "S", "O", "O", "F", "S", "O", "O", "F", "C", "O", "N", "N", "H", "H", "H", "H", "C", "O", "N", "N", "H", "H", "H", "H", "C", "O", "N", "N", "H", "H", "H", "H", "C", "O", "N", "N", "H", "H", "H", "H", "C", "O", "N", "N", "H", "H", "H", "H", "C", "O", "N", "N", "H", "H", "H", "H", "C", "O", "N", "N", "H", "H", "H", "H", "C", "O", "N", "N", "H", "H", "H", "H", "C", "O", "N", "N", "H", "H", "H", "H", "C", "O", "N", "N", "H", "H", "H", "H", "C", "O", "N", "N", "H", "H", "H", "H"], "positions_angstrom": [[-2.51359, 3.32191, -0.72802], [-1.25720, 0.78212, 0.05829], [-1.95151, -0.39376, 0.58435], [-1.28607, -0.98101, 1.71524], [-2.73328, -1.12592, -0.35850], [-3.13357, 0.39249, 1.31933], [0.01483, -0.05135, -0.75836], [-0.17985, -1.24431, -1.64501], [1.30460, -0.03149, -0.16322], [0.35723, 1.16315, -1.86446], [-6.36416, -0.32518, 3.04997], [-6.27927, -1.51509, 3.03105], [-5.49028, 0.35554, 2.59674], [-7.38809, 0.33884, 3.47676], [-4.74390, -0.06103, 2.05870], [-5.51189, 1.35631, 2.46217], [-7.26365, 1.34075, 3.44874], [-8.13972, -0.26250, 3.78262], [3.57547, 2.96407, -1.84385], [4.04730, 1.81177, -1.95192], [4.01585, 4.09916, -1.31129], [2.37070, 3.07492, -2.41839], [3.53139, 4.98030, -1.40614], [4.93698, 4.05786, -0.89910], [1.96040, 2.23811, -2.80763], [1.80537, 3.91052, -2.37074], [-2.75969, 0.67310, -3.45527], [-2.28393, 1.78095, -3.57819], [-3.81657, 0.39924, -2.76274], [-2.48248, -0.45441, -4.15384], [-4.28860, 1.11819, -2.23322], [-4.08900, -0.57193, -2.71080], [-2.71748, -1.33429, -3.71716], [-1.81200, -0.42173, -4.90848], [1.26520, 1.79898, -6.03772], [2.44091, 1.82180, -6.36550], [0.30071, 1.31160, -6.77327], [0.76665, 2.24135, -4.96864], [-0.65201, 1.35053, -6.44025], [0.64761, 0.70777, -7.50482], [-0.11425, 1.81454, -4.71976], [1.40343, 2.85889, -4.48567], [-2.97795, -3.38642, 3.36380], [-2.87157, -2.93761, 4.45424], [-3.86196, -2.86151, 2.55461], [-2.24131, -4.38057, 2.87762], [-3.75594, -2.87330, 1.55026], [-4.34382, -2.17580, 3.11827], [-2.16934, -4.57150, 1.88845], [-1.55651, -4.79857, 3.49116], [-0.48248, 2.78450, 2.80100], [-1.61592, 3.13756, 2.69978], [0.26895, 2.91911, 3.86242], [0.14345, 2.11182, 1.84839], [1.12871, 2.43207, 3.65334], [-0.02090, 3.23101, 4.77829], [1.02428, 1.66916, 2.06811], [-0.41483, 1.75216, 1.08743], [5.13042, -1.48397, -0.40016], [5.33302, -2.33783, 0.40575], [5.79170, -0.35185, -0.33225], [4.07556, -1.31240, -1.13855], [6.46322, -0.20062, 0.40687], [5.68146, 0.39543, -1.00271], [3.39445, -2.01792, -1.38029], [3.95440, -0.36282, -1.46061], [-2.77918, 0.73994, 5.21960], [-2.72703, 1.73021, 5.96306], [-3.43714, -0.29722, 5.52624], [-1.97932, 0.46616, 4.28565], [-3.17627, -1.20269, 5.16268], [-4.22015, -0.11522, 6.13769], [-1.96332, -0.44204, 3.84403], [-1.43462, 1.26352, 3.98968], [0.97431, -1.80536, -4.94668], [-0.17121, -1.54540, -5.18801], [1.91240, -1.90511, -5.85865], [1.45867, -1.93080, -3.72261], [1.59721, -1.83305, -6.81550], [2.83551, -2.26661, -5.66556], [0.88964, -1.63523, -2.94226], [2.33307, -2.42862, -3.63481], [1.90008, -3.30831, 0.31605], [1.92527, -3.55547, -0.88207], [2.84690, -2.94577, 0.95938], [0.74664, -3.41627, 0.93993], [3.71049, -2.87691, 0.44018], [2.65025, -2.70562, 1.92050], [0.74578, -3.08452, 1.89389], [-0.07559, -3.80530, 0.50095], [3.83793, 1.29405, 2.59404], [2.74617, 1.66085, 3.09388], [3.86033, 0.89557, 1.37550], [4.97532, 1.36204, 3.21724], [2.95743, 0.74035, 0.95030], [4.70174, 0.56067, 0.92833], [5.85760, 1.24299, 2.74026], [4.93187, 1.47862, 4.21955]], "mulliken_charge": [1.495, 0.591, 0.478, -0.479, -0.617, -0.346, 0.018, -0.620, 0.003, -0.141, 0.831, -0.743, -0.103, -0.443, -0.026, 0.172, 0.145, 0.275, 0.642, -0.743, -0.390, -0.273, 0.166, 0.253, 0.015, 0.086, 0.734, -0.583, -0.219, -0.295, 0.088, 0.137, 0.208, 0.181, 0.654, -0.714, -0.389, -0.305, 0.195, 0.226, 0.113, 0.244, 0.574, -0.779, -0.215, -0.408, 0.167, 0.186, 0.145, 0.238, 0.001, -0.540, -0.242, -0.048, 0.337, 0.273, 0.399, 0.014, 0.966, -0.719, -0.598, -0.151, 0.242, 0.179, 0.037, -0.034, 0.735, -0.750, -0.270, 0.032, 0.257, 0.222, 0.073, 0.083, 0.710, -0.744, -0.375, 0.027, 0.245, 0.161, 0.028, 0.120, 0.567, -0.815, -0.217, -0.179, 0.258, 0.119, 0.057, 0.117, 0.681, -0.823, 0.294, -0.403, -0.217, 0.059, 0.142, 0.261], "charge": 1, "total_energy_ev": -110034.83125}

***

2.
{"formula": "C41H32Cl73N5O9P2S", "method": "wB97M-V/def2-TZVPD", "symbols": ["C", "C", "O", "N", "C", "C", "C", "P", "O", "O", "O", "C", "N", "C", "N", "C", "C", "C", "C", "C", "N", "C", "C", "C", "C", "C", "P", "O", "O", "O", "N", "C", "C", "C", "C", "C", "C", "S", "O", "O", "Cl", "H", "H", "H", "H", "H", "H", "H", "H", "H", "H", "H", "H", "H", "H", "H", "H", "H", "H", "H", "H", "H", "H", "H", "H", "H", "H", "H", "H", "H", "H", "H", "H", "C", "Cl", "Cl", "Cl", "Cl", "C", "Cl", "Cl", "Cl", "Cl", "C", "Cl", "Cl", "Cl", "Cl", "C", "Cl", "Cl", "Cl", "Cl", "C", "Cl", "Cl", "Cl", "Cl", "C", "Cl", "Cl", "Cl", "Cl", "C", "Cl", "Cl", "Cl", "Cl", "C", "Cl", "Cl", "Cl", "Cl", "C", "Cl", "Cl", "Cl", "Cl", "C", "Cl", "Cl", "Cl", "Cl", "C", "Cl", "Cl", "Cl", "Cl", "C", "Cl", "Cl", "Cl", "Cl", "C", "Cl", "Cl", "Cl", "Cl", "C", "Cl", "Cl", "Cl", "Cl", "C", "Cl", "Cl", "Cl", "Cl", "C", "Cl", "Cl", "Cl", "Cl", "C", "Cl", "Cl", "Cl", "Cl", "C", "Cl", "Cl", "Cl", "Cl"], "positions_angstrom": [[-3.76216, 1.94220, -5.21293], [-3.02077, 1.51816, -3.77461], [-1.87940, 0.83905, -3.89971], [-3.68669, 1.99465, -2.52273], [-4.93324, 1.27134, -2.13741], [-2.76851, 2.36180, -1.40269], [-2.30019, 3.96848, -1.35919], [-2.99339, 5.15722, -2.70871], [-2.03761, 5.01913, -3.99101], [-2.94586, 6.85099, -2.24655], [-4.68286, 4.83328, -3.11658], [-1.25248, 4.49672, -0.21828], [-0.80489, 5.97379, -0.23219], [-0.60012, 3.49016, 0.94736], [0.37112, 4.13627, 1.88651], [0.80353, 3.08709, 2.88717], [1.85682, 3.70196, 4.03437], [3.44967, 3.54580, 3.56187], [3.87026, 2.01666, 3.15885], [5.39344, 1.84136, 2.57284], [5.52944, 0.34747, 2.21075], [5.90534, -0.73923, 3.23596], [5.92539, -2.24049, 2.53029], [5.51745, -1.99113, 0.94799], [5.31029, -0.35229, 0.88106], [0.35906, 1.52016, 2.93380], [0.99159, 0.20158, 4.21460], [-0.21609, -0.85649, 4.37864], [2.32727, -0.76837, 3.56808], [1.27829, 0.82877, 5.80422], [-0.58892, 0.94291, 1.91266], [-1.09135, 1.94674, 0.92391], [-2.15358, 1.37502, -0.23515], [-2.57402, -0.23196, -0.20097], [-1.76230, -1.12437, -1.36019], [-0.21460, -0.60185, -1.52524], [0.70927, -1.75435, -2.27171], [0.95501, -1.36607, -4.08934], [1.06256, 0.17069, -4.37775], [-0.18992, -1.95305, -4.99050], [2.77343, -2.31924, -4.65036], [-4.93741, 1.96008, -5.12799], [-3.35738, 1.32855, -6.12767], [-3.41824, 3.07103, -5.39425], [-5.26505, 1.50114, -1.01952], [-5.85459, 1.52431, -2.85289], [-4.80222, 0.09928, -2.20371], [-3.52502, 6.87360, -1.40561], [-5.12548, 4.34469, -2.36227], [-0.62828, 6.14462, -1.26803], [-1.66515, 6.51749, 0.01505], [1.69516, 4.88402, 4.10415], [1.65002, 3.30000, 5.11117], [4.11220, 4.03825, 4.40406], [3.54523, 4.20703, 2.59085], [3.76112, 1.36612, 4.15355], [3.11110, 1.56958, 2.38250], [6.23651, 2.12716, 3.34289], [5.47423, 2.51872, 1.59963], [6.13680, -0.47774, 4.37437], [6.14680, -3.26342, 3.07884], [5.39445, -2.80611, 0.11684], [4.97629, 0.15351, -0.13036], [1.97933, -1.70230, 3.35568], [0.55514, 0.56763, 6.46155], [-3.75343, -0.39817, -0.26230], [-2.26862, -0.76069, 0.82559], [-1.68792, -2.23004, -0.91391], [-2.36177, -1.22727, -2.35970], [-0.10787, 0.47137, -1.99822], [0.23584, -0.50440, -0.42379], [0.10653, -2.77332, -2.18568], [1.75129, -1.80950, -1.69471], [1.94741, -3.24624, 6.34375], [1.78041, -1.74835, 5.39344], [0.65967, -4.38836, 5.88332], [3.53745, -3.98162, 6.01878], [1.81215, -2.86676, 8.07931], [-5.69534, 9.25987, -3.86440], [-7.28356, 8.50024, -4.13853], [-5.43588, 9.47916, -2.11530], [-4.41440, 8.21433, -4.52823], [-5.64742, 10.84557, -4.67539], [-0.24551, 3.55339, 8.47577], [0.85264, 4.94757, 8.31762], [-1.77891, 4.08559, 9.21073], [-0.56693, 2.86474, 6.86423], [0.51101, 2.31576, 9.51036], [-4.07316, 5.41832, -7.82921], [-4.79783, 6.93050, -8.43155], [-4.35694, 5.28110, -6.07553], [-4.81778, 4.03009, -8.66166], [-2.32026, 5.43149, -8.14801], [-8.85717, 6.79783, -9.41433], [-10.29253, 6.00309, -10.10916], [-8.28570, 8.06834, -10.52516], [-9.28344, 7.52803, -7.84598], [-7.56711, 5.59206, -9.17700], [-5.73166, -2.87893, -0.98524], [-7.20012, -3.84940, -0.70876], [-5.16258, -2.20824, 0.56430], [-4.46090, -3.91150, -1.68782], [-6.10288, -1.54669, -2.10854], [-3.13468, -2.02511, -7.59398], [-3.85935, -0.51293, -8.19633], [-3.41847, -2.16233, -5.84031], [-3.87930, -3.41334, -8.42644], [-1.38178, -2.01194, -7.91278], [4.11614, -7.38886, 3.27922], [3.81385, -7.43393, 1.52387], [2.95553, -6.28058, 4.05345], [3.91885, -9.02437, 3.95804], [5.77614, -6.81662, 3.58158], [9.22631, -8.71548, 5.39098], [7.52364, -8.82603, 4.87781], [9.45224, -7.25694, 6.38915], [9.65447, -10.15909, 6.34350], [10.27487, -8.61987, 3.95367], [6.74755, -4.24178, -5.04434], [6.77099, -5.75106, -5.99099], [5.76511, -3.02258, -5.89469], [6.04215, -4.55842, -3.43911], [8.41174, -3.63502, -4.85253], [6.73770, -12.34107, 2.44105], [6.43541, -12.38614, 0.68570], [5.57709, -11.23280, 3.21528], [6.54041, -13.97658, 3.11987], [8.39770, -11.76884, 2.74340], [-9.78855, -4.23137, -4.35776], [-10.09084, -4.27644, -6.11311], [-10.94916, -3.12309, -3.58353], [-9.98584, -5.86688, -3.67894], [-8.12855, -3.65913, -4.05541], [-10.00430, -7.07555, 0.60295], [-8.94798, -5.66535, 0.33807], [-10.73400, -6.97459, 2.22532], [-11.29268, -7.09204, -0.62767], [-9.04272, -8.57012, 0.47612], [-2.76556, 13.57615, -4.13392], [-3.06785, 13.53108, -5.88927], [-3.92618, 14.68442, -3.35969], [-2.96285, 11.94064, -3.45510], [-1.10557, 14.14839, -3.83157], [11.88465, -6.20234, 9.95156], [11.15998, -4.69017, 9.34921], [11.60086, -6.33956, 11.70523], [11.14003, -7.59057, 9.11910], [13.63755, -6.18917, 9.63276], [10.12458, -6.86238, -2.38479], [11.18090, -5.45217, -2.64967], [9.39488, -6.76142, -0.76242], [8.83620, -6.87887, -3.61541], [11.08616, -8.35695, -2.51162], [-5.05102, -1.50741, 4.83938], [-5.77569, 0.00477, 4.23704], [-5.33480, -1.64463, 6.59305], [-5.79564, -2.89564, 4.00693], [-3.29812, -1.49424, 4.52058], [1.35502, 8.17190, 3.43253], [0.72492, 9.77774, 3.87851], [0.32076, 7.45791, 2.16950], [3.01816, 8.33700, 2.81500], [1.35629, 7.11499, 4.86689]], "mulliken_charge": [-0.266, -0.042, -0.398, 1.286, -0.248, -0.763, 0.082, 1.230, -0.637, -0.453, -0.607, -0.478, -0.356, 0.123, -0.250, 0.320, 0.629, -0.768, 0.348, -0.845, 0.274, -0.365, -0.312, -0.501, -0.277, -0.137, 0.518, -0.360, -0.474, -0.526, 0.017, -0.288, 0.158, 0.047, -0.321, 0.035, -0.680, 1.017, -0.505, -0.427, -0.193, 0.267, 0.111, -0.185, 0.376, 0.315, -0.493, 0.318, 0.334, 0.384, 0.350, -0.717, 0.276, 0.328, 0.303, 0.038, 0.079, 0.272, 0.286, 0.248, 0.278, 0.318, 0.293, 0.388, 0.317, -0.402, 0.267, 0.487, -0.151, 0.275, -0.032, 0.347, 0.409, 0.128, 0.123, -0.134, -0.069, -0.145, 0.192, -0.105, -0.113, 0.051, -0.035, 0.278, -0.089, -0.092, -0.015, -0.099, 0.208, -0.080, 0.030, -0.111, -0.104, 0.260, -0.107, -0.099, -0.079, 0.009, 0.301, 0.021, -0.011, -0.098, -0.051, 0.197, -0.084, -0.014, -0.112, -0.063, 0.306, -0.111, -0.020, -0.110, -0.096, 0.205, 0.084, -0.082, -0.111, -0.084, 0.254, -0.087, -0.103, -0.016, -0.051, 0.255, -0.098, 0.001, -0.099, -0.069, 0.291, -0.100, -0.109, -0.062, -0.019, 0.324, -0.072, -0.100, -0.088, -0.099, 0.294, -0.092, -0.094, -0.009, -0.104, 0.328, -0.103, -0.096, -0.039, -0.092, 0.295, -0.099, -0.072, -0.019, -0.103, 0.253, -0.106, -0.116, -0.083, 0.023, 0.231, -0.105, -0.007, -0.104, -0.095], "total_energy_ev": -1012432.72512}

***

3.
{"formula": "C17H19BN6O3Sn", "method": "wB97M-V/def2-TZVPD", "symbols": ["H", "N", "B", "N", "C", "Sn", "H", "C", "H", "C", "H", "C", "H", "H", "H", "N", "N", "N", "N", "C", "C", "H", "H", "C", "C", "C", "C", "H", "H", "H", "H", "H", "O", "C", "C", "C", "C", "C", "C", "C", "O", "O", "H", "H", "H", "H", "H"], "positions_angstrom": [[-2.90345, -1.90095, -0.96071], [-2.39865, 0.13030, -0.47660], [-2.37521, 2.71713, -0.22524], [-3.11133, 1.31924, -0.42612], [-4.41700, 1.02833, -0.65696], [-0.29033, 0.10376, -0.48322], [-5.20502, 1.78490, -0.69184], [-4.53225, -0.35479, -0.85817], [-5.44094, -0.92021, -1.04071], [-3.24184, -0.88197, -0.79156], [-3.14642, 3.63435, -0.18260], [3.30642, 0.55036, -1.36111], [4.06972, -0.02102, -0.78847], [2.39528, 0.58760, -0.67067], [3.69979, 1.57963, -1.46720], [-1.44543, 2.97675, -1.48651], [-1.45281, 2.59246, 1.03920], [-0.44861, 2.09991, -1.82570], [-0.57858, 1.53236, 1.20901], [-1.43215, 4.01697, -2.34282], [-1.31953, 3.43689, 2.08764], [-2.13909, 4.82820, -2.23057], [-1.89178, 4.35947, 2.13081], [-0.40287, 3.80815, -3.25593], [-0.37660, 2.91363, 2.97195], [0.19812, 2.59758, -2.89673], [0.08364, 1.72988, 2.37067], [-0.13305, 4.43870, -4.07269], [-0.06685, 3.32584, 3.92957], [1.04003, 2.09381, -3.34207], [0.86408, 1.06352, 2.70380], [3.13743, 0.07521, -2.33869], [-0.19739, -4.12086, 0.31777], [1.11668, -4.11238, 0.68811], [1.75914, -5.33101, 0.43850], [3.07636, -5.53990, 0.81645], [3.74066, -4.56398, 1.55671], [3.11102, -3.34737, 1.80040], [1.82211, -3.05895, 1.33900], [1.19939, -1.70647, 1.45705], [1.82090, -0.74242, 1.94733], [-0.02129, -1.63724, 0.93199], [-0.51448, -3.18124, 0.25262], [1.16345, -6.09528, -0.05442], [3.53500, -6.50413, 0.62393], [4.75256, -4.72026, 1.91360], [3.59117, -2.58448, 2.40120]], "nbo_charge": [0.236, -0.499, 0.540, -0.299, 0.073, 1.845, 0.267, -0.308, 0.271, 0.017, 0.009, -0.839, 0.237, 0.158, 0.248, -0.326, -0.325, -0.395, -0.466, 0.046, 0.061, 0.254, 0.256, -0.315, -0.320, 0.008, 0.027, 0.263, 0.269, 0.239, 0.267, 0.225, -0.527, 0.457, -0.134, -0.186, -0.020, -0.084, -0.202, 0.763, -0.574, -0.820, 0.531, 0.269, 0.269, 0.261, 0.272], "charge": 2, "total_energy_ev": -39512.95594}